The following is a quantum chemistry calculation of C6H7CoO6 as an isolated structure, from OMol25.

XYZ file:
```
20
Properties=species:S:1:pos:R:3:forces:R:3:mulliken_charge:R:1
Co -1.491172 -0.625043 1.778662 -0.44 -0.99 0.22 1.1139
O -0.673482 1.125014 1.541713 -1.43 0.75 0.47 -0.7280
O -0.139605 2.134137 -0.315159 -1.62 1.17 0.12 -0.2823
O -1.943131 2.845679 0.804146 -2.10 0.68 0.55 -0.0743
C -1.036702 2.069592 0.675927 5.63 -2.12 -1.52 0.8830
C 1.116153 1.535775 0.005946 -0.69 0.81 1.11 -0.6638
C 0.940649 0.276793 0.839036 2.73 0.61 -3.27 0.2636
H 1.597064 1.304919 -0.950253 0.06 -0.22 0.21 0.3717
H 1.676310 2.245805 0.627136 0.04 0.09 -0.54 0.4028
H 1.836232 0.143566 1.454819 -0.66 -0.17 0.46 0.6929
O 0.198511 -1.338319 1.478718 -2.02 -1.54 1.57 -0.8334
O -0.603983 -0.920086 -0.654852 -0.20 0.83 1.79 -0.4390
C -0.384684 -1.765409 -1.791212 -0.02 -0.65 -1.11 -0.3343
C 0.798798 -2.615433 -1.351170 -0.35 -0.70 -0.51 -0.3414
O 1.477986 -1.740821 -0.445329 -0.21 0.98 1.05 -0.3716
C 0.516825 -0.998668 0.180456 1.18 0.16 -0.94 1.1291
H -1.296981 -2.344845 -1.966162 0.27 0.17 -0.07 0.3105
H -0.143012 -1.136600 -2.658826 -0.18 -0.14 0.28 0.2844
H 1.483691 -2.869730 -2.165431 -0.16 0.07 0.25 0.3271
H 0.479277 -3.525744 -0.823969 0.18 0.23 -0.12 0.2891
```
Positions in Å, forces in eV/Å.

Properties
Total charge: +2
Gap between HOMO and LUMO (spin up / spin down) (eV): 8.5 / 4.3
E_HOMO (spin up / spin down) (eV): -18.60 / -18.53
M (u): 234.049
<S²>: 6.028
2S+1: 5


The following is a quantum chemistry calculation of a 2-piece molecular cluster, C6H15N2P overall, from OMol25.

XYZ file:
```
24
Properties=species:S:1:pos:R:3:forces:R:3:mulliken_charge:R:1
C -4.756372 1.543812 -6.234692 -3.95 1.77 -4.26 -0.5185
C 2.444007 -3.181067 3.619116 -0.07 0.20 0.09 -0.7250
C 3.199509 -3.372505 4.675458 0.14 -0.38 -0.23 0.0008
C -2.923065 3.648204 -5.130581 -0.28 0.52 -0.10 -0.0885
C -1.223201 2.000980 -5.285401 1.21 -0.41 -0.13 -0.8480
C 2.187351 -1.449510 5.928580 -0.56 0.71 0.01 -1.0421
N -2.595554 2.424332 -5.175780 -0.33 -0.24 0.35 -0.0044
N 3.203207 -2.519429 5.880121 0.29 -0.21 0.09 -0.1249
P -3.751330 1.030481 -5.030031 3.63 -1.62 4.08 0.1007
H -5.604094 0.933697 -6.504839 -0.14 -0.12 -0.02 0.3422
H 1.743461 -2.372974 3.507260 -0.14 0.18 0.07 0.2694
H 2.512988 -3.862865 2.788195 0.10 -0.15 -0.03 0.2565
H 3.894611 -4.193971 4.754960 0.10 -0.02 0.10 0.3896
H -4.639377 2.437094 -6.828702 -0.03 0.04 -0.07 0.3936
H -2.187074 4.438794 -5.205325 0.18 -0.08 0.02 0.2426
H -3.960999 3.931546 -5.015444 -0.13 -0.06 -0.04 0.3521
H -0.954849 1.417234 -4.405005 -0.05 0.02 0.04 0.3336
H -0.542517 2.843739 -5.381056 -0.10 0.10 0.05 0.3370
H -1.109524 1.350542 -6.154099 -0.06 0.08 0.02 0.3576
H 2.342203 -0.751030 5.108012 0.10 -0.14 0.01 0.4086
H 1.192538 -1.881338 5.852199 0.09 -0.11 0.00 0.4221
H 2.267110 -0.901720 6.865789 0.12 -0.15 0.01 0.3446
H 3.081291 -3.135985 6.695585 0.11 0.19 -0.14 0.4044
H 4.140801 -2.100851 5.966487 -0.23 -0.15 0.09 0.3959
```
Positions in Å, forces in eV/Å.

Properties
Total charge: +2
Gap between HOMO and LUMO (spin up / spin down) (eV): 6.7 / 8.1
E_HOMO (spin up / spin down) (eV): -12.78 / -16.90
M (u): 146.174
<S²>: 2.008
2S+1: 3